No. 1
Here is an isolated ion of composition C7H16N3O and charge +1 in a non-equilibrium geometry from the OMol25 dataset. Energies are from wB97M-V/def2-TZVPD.

Properties
SMILES = CCCC/[NH+]=C(C)\[NH+]=C/N[O-]
E_LUMO (spin up / spin down) = -3.77 / -3.77 eV
energy above the lowest of the compared OMol25 structures with the same formula, charge and spin = 59.8 kcal/mol
electronic energy = -515.4761 Eh
net charge = +1
highest occupied orbital energy (spin up / spin down) = -12.77 / -12.77 eV

The geometry in XYZ format:
```
27
C7H16N3O | the OMol25 dataset | wB97M-V/def2-TZVPD
C 2.901 -0.473 -1.378
C 2.853 -1.306 -0.091
C 1.660 -1.027 0.852
C 0.237 -0.879 0.267
N -0.605 -0.124 1.102
C -1.745 0.464 0.766
C -2.424 1.398 1.700
N -2.227 0.329 -0.496
C -3.048 1.219 -1.109
N -2.924 2.484 -0.931
O -1.944 3.014 -0.375
H 2.598 0.565 -1.046
H 3.854 -0.548 -1.748
H 2.253 -0.937 -2.160
H 3.018 -2.359 -0.336
H 3.878 -1.068 0.527
H 1.684 -1.823 1.641
H 1.985 0.021 1.222
H -0.247 -1.847 0.044
H 0.258 -0.461 -0.804
H -0.239 0.042 2.092
H -1.660 2.073 1.961
H -2.811 0.932 2.618
H -3.226 1.950 1.348
H -2.023 -0.448 -1.021
H -3.936 0.852 -1.689
H -3.390 3.145 -1.463
```

***

No. 2
Here is one molecule with the formula C4H5ClN2O in a non-equilibrium geometry from the OMol25 dataset. Energies are from wB97M-V/def2-TZVPD.

Properties
SMILES = N#C[C@@H](/C=N/O)CCl
E_LUMO = 0.49 eV
energy above the lowest of the compared OMol25 structures with the same formula, charge and spin = 72.3 kcal/mol
electronic energy = -800.2643 Eh
highest occupied orbital energy = -10.60 eV

The geometry in XYZ format:
```
13
C4H5ClN2O | the OMol25 dataset | wB97M-V/def2-TZVPD
N -0.818 2.649 0.032
C -0.550 1.550 -0.049
C -0.052 0.138 -0.065
C 1.372 0.107 0.428
N 2.236 -0.224 -0.495
O 3.555 -0.549 0.018
C -0.891 -0.968 0.584
Cl -2.462 -0.829 -0.219
H -0.191 -0.114 -1.179
H 1.811 0.302 1.475
H 4.050 -0.873 -0.819
H -0.368 -1.856 0.286
H -1.081 -0.903 1.659
```

***

No. 3
Here is an isolated ion of composition C4H11FN3 and charge +1 in a non-equilibrium geometry from the OMol25 dataset. Energies are from wB97M-V/def2-TZVPD.

Properties
SMILES = C[C@@](F)(C=[NH2+])C(N)N
E_LUMO = -4.25 eV
energy above the lowest of the compared OMol25 structures with the same formula, charge and spin = 51.4 kcal/mol
electronic energy = -422.8380 Eh
net charge = +1
highest occupied orbital energy = -13.24 eV

The geometry in XYZ format:
```
19
C4H11FN3 | the OMol25 dataset | wB97M-V/def2-TZVPD
C 0.444 -1.210 -1.639
C 0.257 -0.926 -0.196
F -0.670 -1.605 0.477
C 1.400 -0.602 0.550
N 1.348 -0.537 1.886
C -0.468 0.756 -0.080
N -1.780 0.614 -0.495
N -0.336 1.195 1.265
H -0.426 -0.931 -2.306
H 1.282 -0.606 -1.850
H 0.825 -2.258 -1.865
H 2.075 0.033 0.010
H 1.994 0.037 2.490
H 0.505 -0.953 2.340
H 0.099 1.308 -0.851
H -2.507 0.073 0.090
H -2.135 0.475 -1.487
H -1.114 1.098 1.836
H -0.049 2.201 1.443
```

***

No. 4
Here is C27H36AsBrN5O4Os as an isolated structure from the OMol25 dataset. Energies are from wB97M-V/def2-TZVPD.

Properties
E_LUMO (spin up / spin down) = -8.24 / -10.79 eV
electronic energy = -6524.6904 Eh
net charge = +3
highest occupied orbital energy (spin up / spin down) = -15.58 / -16.16 eV
multiplicity = 5

The geometry in XYZ format:
```
75
C27H36AsBrN5O4Os | the OMol25 dataset | wB97M-V/def2-TZVPD
Os 0.043 -0.598 -0.647
C 3.121 -0.926 0.593
O 1.884 -0.174 0.780
C 1.821 0.671 1.827
C 2.815 0.842 2.758
C 2.602 1.758 3.794
Br 3.899 2.027 5.061
C 1.394 2.489 3.897
C 0.392 2.336 2.979
C 0.570 1.410 1.882
O -0.284 1.206 0.985
C -0.857 3.089 3.098
N -1.943 2.913 2.346
C -2.954 3.778 2.763
C -4.256 3.977 2.312
C -4.981 4.943 2.974
C -4.437 5.687 4.041
C -3.148 5.490 4.485
C -2.421 4.511 3.816
N -1.116 4.050 3.988
H 3.265 -1.580 1.451
H 3.946 -0.227 0.474
H 2.978 -1.494 -0.317
H 3.746 0.298 2.717
H 1.300 3.164 4.738
H -1.968 2.232 1.600
H -4.680 3.410 1.496
H -5.999 5.142 2.670
H -5.050 6.435 4.524
H -2.731 6.062 5.303
H -0.470 4.401 4.678
N -1.162 1.210 -1.840
N -1.898 0.508 -2.797
C -1.888 -0.865 -2.800
O -2.398 -1.522 -3.664
O -1.349 -1.425 -1.696
H -1.743 1.881 -1.344
H -0.394 1.709 -2.283
H -2.284 0.985 -3.597
C 2.368 -4.044 -3.519
N 1.332 -3.417 -4.390
C 0.327 -4.427 -4.863
C 0.628 -2.265 -3.714
C 1.532 -1.090 -3.403
C 2.422 -0.684 -4.396
C 3.258 0.408 -4.238
C 3.187 1.143 -3.065
C 2.289 0.761 -2.083
C 1.430 -0.349 -2.199
H 2.826 -4.869 -4.058
H 1.869 -4.413 -2.626
H 3.112 -3.294 -3.267
H 1.805 -3.056 -5.218
H -0.236 -4.768 -3.997
H 0.858 -5.253 -5.327
H -0.339 -3.947 -5.574
H 0.159 -2.691 -2.831
H -0.171 -1.975 -4.398
H 2.464 -1.204 -5.349
H 3.940 0.690 -5.028
H 3.815 2.012 -2.927
H 2.237 1.376 -1.189
C -2.167 -3.369 0.677
As -0.832 -2.113 1.263
C 0.521 -3.212 2.093
C -1.651 -1.280 2.808
H -2.497 -3.962 1.529
H -1.740 -4.020 -0.082
H -3.006 -2.830 0.243
H 0.033 -3.935 2.745
H 1.186 -2.589 2.691
H 1.100 -3.744 1.340
H -1.982 -2.058 3.495
H -2.511 -0.689 2.499
H -0.928 -0.645 3.319
```

***

No. 5
Here is one molecule with the formula C4Cl2N2 in a non-equilibrium geometry from the OMol25 dataset. Energies are from wB97M-V/def2-TZVPD.

Properties
SMILES = ClC1=C=C=C(Cl)N=N1
E_LUMO = -1.49 eV
energy above the lowest of the compared OMol25 structures with the same formula, charge and spin = 74.8 kcal/mol
electronic energy = -1182.1545 Eh
highest occupied orbital energy = -10.10 eV

The geometry in XYZ format:
```
8
C4Cl2N2 | the OMol25 dataset | wB97M-V/def2-TZVPD
Cl -1.329 -1.403 2.297
C -0.556 -0.626 1.076
C 0.789 -0.436 1.032
C 1.329 0.093 -0.023
C 0.638 0.663 -1.007
Cl 1.062 1.548 -2.391
N -0.698 0.376 -0.959
N -1.237 -0.214 -0.025
```

***

No. 6
Here is a 2-piece molecular cluster, C2H8OS2 overall in a non-equilibrium geometry from the OMol25 dataset. Energies are from wB97M-V/def2-TZVPD.

Properties
SMILES = CCSS.O
E_LUMO = 0.30 eV
energy above the lowest of the compared OMol25 structures with the same formula, charge and spin = 18.7 kcal/mol
electronic energy = -952.5838 Eh
highest occupied orbital energy = -8.68 eV

The geometry in XYZ format:
```
13
C2H8OS2 | the OMol25 dataset | wB97M-V/def2-TZVPD
C -1.933 1.180 2.037
C -1.286 1.505 0.676
S 0.152 0.410 0.250
S -0.618 -1.426 -0.512
H -2.060 2.137 2.555
H -1.382 0.518 2.690
H -2.954 0.915 1.778
H -0.973 2.516 0.454
H -1.928 1.124 -0.123
H -1.541 -1.695 0.441
O 3.650 -0.567 -2.144
H 3.266 -0.804 -1.306
H 3.792 0.385 -2.070
```

***

No. 7
Here is Cl3FFe as an isolated structure in a non-equilibrium geometry from the OMol25 dataset. Energies are from wB97M-V/def2-TZVPD.

Properties
E_LUMO (spin up / spin down) = 6.40 / 6.39 eV
energy above the lowest of the compared OMol25 structures with the same formula, charge and spin = 0.0 kcal/mol
electronic energy = -2744.3164 Eh
net charge = -2
highest occupied orbital energy (spin up / spin down) = -1.08 / -1.06 eV
multiplicity = 5

The geometry in XYZ format:
```
5
Cl3FFe | the OMol25 dataset | wB97M-V/def2-TZVPD
Fe -27.120 -2.621 1.165
F -28.272 -3.186 2.610
Cl -27.022 -4.694 -0.099
Cl -25.984 -0.396 0.632
Cl -24.663 -3.394 2.539
```

***

No. 8
Here is a 2-piece molecular cluster, C6H10O overall from the OMol25 dataset. Energies are from wB97M-V/def2-TZVPD.

Properties
SMILES = C=CC=O.C1CC1
E_LUMO = 0.09 eV
energy above the lowest of the compared OMol25 structures with the same formula, charge and spin = 58.4 kcal/mol
electronic energy = -309.7493 Eh
highest occupied orbital energy = -9.56 eV

The geometry in XYZ format:
```
17
C6H10O | the OMol25 dataset | wB97M-V/def2-TZVPD
C -1.734 -0.368 -0.272
C -1.267 -0.618 -1.499
C -0.476 0.423 -2.179
O -0.043 1.412 -1.617
H -2.146 -1.139 0.373
H -1.637 0.625 0.160
H -1.338 -1.603 -1.951
H -0.258 0.255 -3.250
C 0.453 -0.554 1.161
C 1.774 0.047 0.818
C 0.728 0.885 1.490
H -0.038 -0.820 0.253
H 0.309 -1.267 1.966
H 2.644 -0.324 1.338
H 1.894 0.257 -0.244
H 0.858 1.103 2.546
H 0.274 1.686 0.908
```

***

> What is the formula in the fifth record?

C4Cl2N2

***

What did the eighth record say?
Here is a 2-piece molecular cluster, C6H10O overall from the OMol25 dataset. Energies are from wB97M-V/def2-TZVPD.

Properties
SMILES = C=CC=O.C1CC1
E_LUMO = 0.09 eV
energy above the lowest of the compared OMol25 structures with the same formula, charge and spin = 58.4 kcal/mol
electronic energy = -309.7493 Eh
highest occupied orbital energy = -9.56 eV

The geometry in XYZ format:
```
17
C6H10O | the OMol25 dataset | wB97M-V/def2-TZVPD
C -1.734 -0.368 -0.272
C -1.267 -0.618 -1.499
C -0.476 0.423 -2.179
O -0.043 1.412 -1.617
H -2.146 -1.139 0.373
H -1.637 0.625 0.160
H -1.338 -1.603 -1.951
H -0.258 0.255 -3.250
C 0.453 -0.554 1.161
C 1.774 0.047 0.818
C 0.728 0.885 1.490
H -0.038 -0.820 0.253
H 0.309 -1.267 1.966
H 2.644 -0.324 1.338
H 1.894 0.257 -0.244
H 0.858 1.103 2.546
H 0.274 1.686 0.908
```